(1)
Density functional theory data (ωB97M-V with the def2-TZVPD basis set) for a cluster of 2 separate species, C2H7S2 in total.

Last column: Mulliken charge in e.
CARTESIAN COORDINATES (ANGSTROEM)
C (-0.2285, -1.6262, -0.9586)  -1.0030
C (-0.0127, -1.3160, 0.5274)  -0.4679
S (0.1737, 0.4668, 0.8740)  -0.6025
H (0.6470, -1.3195, -1.5348)  0.2619
H (-1.0846, -1.0535, -1.3250)  0.2672
H (-0.4285, -2.6930, -1.1284)  0.3059
H (0.8853, -1.8413, 0.8730)  0.2061
H (-0.8588, -1.7113, 1.0951)  0.2057
S (0.3765, 4.0461, 0.0221)  -0.3339
H (0.0075, 4.3293, 1.2714)  0.1072
H (0.5230, 2.7185, 0.2837)  0.0533

Summary:
charge = -1
energy = -876.79548 hartree

---

(2)
Density functional theory data (ωB97M-V with the def2-TZVPD basis set) for a structure of composition C2H7S2.

Last column: Mulliken charge in e.
CARTESIAN COORDINATES (ANGSTROEM)
S (-3.4059, 0.5133, -0.4376)  -0.6082
H (-2.8456, 1.3638, 0.4343)  0.0235
C (1.5873, 0.4518, 0.0064)  -0.9539
C (0.6506, -0.7405, 0.3101)  -0.4669
S (-0.5605, -1.0042, -1.0692)  -0.4675
H (2.1200, 0.2407, -0.9216)  0.2718
H (0.9026, 1.2824, -0.1628)  0.2659
H (2.2908, 0.6250, 0.8224)  0.2957
H (0.1822, -0.5179, 1.2697)  0.3070
H (1.1389, -1.7063, 0.2364)  0.2317
H (-2.0604, -0.5080, -0.4881)  0.1010

Summary:
charge = -1
energy = -876.78863 hartree

---

(3)
Density functional theory data (ωB97M-V with the def2-TZVPD basis set) for a cluster of 2 separate species, C2H7S2 in total.

Last column: Mulliken charge in e.
CARTESIAN COORDINATES (ANGSTROEM)
S (1.4128, 1.4058, 1.4334)  -0.7792
H (2.4615, 2.1524, 1.8414)  -0.0578
C (-0.6090, -1.2296, 0.1424)  -0.7876
C (-0.8383, 0.0716, -0.6259)  -0.6759
S (0.5055, 0.5060, -1.8019)  -0.2673
H (0.3214, -1.1827, 0.7110)  0.2626
H (-0.5479, -2.0475, -0.5897)  0.2685
H (-1.4540, -1.3917, 0.8302)  0.2546
H (-1.7415, 0.0065, -1.2355)  0.3308
H (-0.8877, 0.9249, 0.0449)  0.3516
H (1.3773, 0.7842, -0.7504)  0.0997

Summary:
charge = -1
energy = -876.80748 hartree

---

(4)
Density functional theory data (ωB97M-V with the def2-TZVPD basis set) for a cluster of 2 separate species, C2H7S3 in total.

Last column: Löwdin spin population.
CARTESIAN COORDINATES (ANGSTROEM)
C (-1.1337, -1.2730, 1.3953)  0.0014
S (-1.2297, -3.0303, 0.9174)  0.0003
H (-1.7022, -1.2690, 2.3129)  0.0000
H (-0.1263, -0.9216, 1.5441)  0.0009
H (-1.5883, -0.6704, 0.6177)  0.0014
C (0.1945, 2.5489, -1.9671)  0.0237
S (0.2708, 0.9592, -1.1027)  0.3484
S (1.5523, 1.2764, 0.3392)  0.6128
H (0.8902, 3.1977, -1.4414)  -0.0007
H (-0.8152, 2.9237, -1.9087)  0.0060
H (0.5241, 2.4153, -2.9889)  0.0058
H (-0.4016, -3.0290, -0.1078)  0.0000

Summary:
energy = -1274.92540 hartree
multiplicity = 2

---

(5)
Density functional theory data (ωB97M-V with the def2-TZVPD basis set) for a cluster of 2 separate species, C2H8 in total.

Last column: Mulliken charge in e.
CARTESIAN COORDINATES (ANGSTROEM)
C (-0.2476, 2.5467, -3.1855)  -0.8918
H (-0.3173, 1.6863, -3.8542)  0.2243
H (-0.6481, 2.2594, -2.2107)  0.2238
H (-0.9572, 3.3073, -3.5374)  0.2262
H (0.7660, 2.9339, -3.2236)  0.2175
C (0.2815, -2.5638, 3.2139)  -0.8939
H (0.0180, -3.4042, 3.8444)  0.2194
H (0.8020, -1.7874, 3.7791)  0.2227
H (-0.6302, -2.1499, 2.7894)  0.2263
H (0.9328, -2.8284, 2.3847)  0.2255

Summary:
energy = -80.97943 hartree
SMILES string = C.C

---

(6)
Density functional theory data (ωB97M-V with the def2-TZVPD basis set) for a structure of composition C2H8AlN4O2.

Last column: Mulliken charge in e.
CARTESIAN COORDINATES (ANGSTROEM)
Al (-7.5719, 11.9104, -1.1078)  1.0953
C (-3.8151, 12.0042, -2.2617)  0.6936
O (-4.9947, 11.7915, -2.5257)  -0.5188
N (-3.2082, 12.8108, -1.3285)  -0.2983
N (-2.8632, 11.4779, -3.0430)  -0.1796
H (-3.8330, 13.3384, -0.7257)  0.2993
H (-2.2437, 13.0914, -1.4502)  0.2717
H (-1.8522, 11.5593, -3.0155)  0.2810
H (-3.2853, 11.0444, -3.8684)  0.3295
C (-4.9090, 9.9264, 1.3034)  0.6192
O (-5.8994, 10.2713, 0.6458)  -0.4101
N (-3.6260, 10.2387, 0.9742)  -0.1403
N (-4.9120, 8.9967, 2.2908)  -0.1596
H (-3.5536, 10.8066, 0.1361)  0.1413
H (-2.9892, 10.2790, 1.7664)  0.3486
H (-5.7970, 8.7953, 2.7550)  0.3408
H (-4.0340, 8.7428, 2.7301)  0.2864

Summary:
charge = +3
energy = -691.58414 hartree

---

(7)
Density functional theory data (ωB97M-V with the def2-TZVPD basis set) for a cluster of 2 separate species, C2H8BNO3 in total.

Last column: Mulliken charge in e.
CARTESIAN COORDINATES (ANGSTROEM)
B (2.0187, 0.1895, -0.0717)  0.6467
C (-1.1760, -0.8112, 0.8184)  -0.6808
C (-1.6452, 0.9463, -0.5828)  -0.9665
N (-0.6917, -0.0908, -0.3215)  -0.1215
O (1.9250, -0.7743, -1.0604)  -0.5468
O (3.2607, 0.3771, 0.5624)  -0.5135
O (1.0469, 0.8646, 0.4834)  -0.4072
H (-0.5730, -1.6947, 0.7670)  0.2704
H (-1.2180, -0.4200, 1.8619)  0.2601
H (-2.3539, -0.9884, 0.4975)  0.3674
H (-1.0464, 1.7752, -0.7803)  0.3377
H (-2.2406, 0.6249, -1.4801)  0.3369
H (-2.3482, 1.2126, 0.1393)  0.4074
H (1.1252, -1.1728, -0.9658)  0.3450
H (3.9163, -0.0379, 0.1326)  0.2646

Summary:
energy = -386.29850 hartree

---

(8)
Density functional theory data (ωB97M-V with the def2-TZVPD basis set) for a cluster of 2 separate species, C2H8BNO3 in total.

Last column: Mulliken charge in e.
CARTESIAN COORDINATES (ANGSTROEM)
B (0.4778, 0.1839, -0.4990)  0.4094
C (2.6620, 1.1503, 0.0841)  -0.4657
C (-0.4046, -2.0271, -0.0780)  -0.5463
N (-2.8685, 1.0891, 0.3889)  -0.3512
O (1.3011, 1.1833, -0.4084)  -0.3101
O (0.6508, -1.0170, -0.1202)  -0.1702
O (-2.4797, 0.0754, -0.3690)  -0.4928
H (2.8040, 1.4545, 1.0917)  0.2704
H (3.2271, 1.8184, -0.5298)  0.2344
H (2.8740, 0.0562, 0.1430)  0.2423
H (0.1055, -2.8918, -0.7286)  0.2166
H (-1.4192, -1.8551, -0.5338)  0.3002
H (-0.4034, -2.2518, 0.9180)  0.2615
H (-2.6896, 1.9559, -0.1160)  0.1999
H (-3.8376, 1.0756, 0.7570)  0.2015

Summary:
energy = -386.13648 hartree

---

Copy entry 7 word for word.
Density functional theory data (ωB97M-V with the def2-TZVPD basis set) for a cluster of 2 separate species, C2H8BNO3 in total.

Last column: Mulliken charge in e.
CARTESIAN COORDINATES (ANGSTROEM)
B (2.0187, 0.1895, -0.0717)  0.6467
C (-1.1760, -0.8112, 0.8184)  -0.6808
C (-1.6452, 0.9463, -0.5828)  -0.9665
N (-0.6917, -0.0908, -0.3215)  -0.1215
O (1.9250, -0.7743, -1.0604)  -0.5468
O (3.2607, 0.3771, 0.5624)  -0.5135
O (1.0469, 0.8646, 0.4834)  -0.4072
H (-0.5730, -1.6947, 0.7670)  0.2704
H (-1.2180, -0.4200, 1.8619)  0.2601
H (-2.3539, -0.9884, 0.4975)  0.3674
H (-1.0464, 1.7752, -0.7803)  0.3377
H (-2.2406, 0.6249, -1.4801)  0.3369
H (-2.3482, 1.2126, 0.1393)  0.4074
H (1.1252, -1.1728, -0.9658)  0.3450
H (3.9163, -0.0379, 0.1326)  0.2646

Summary:
energy = -386.29850 hartree